{"formula": "C6H10O", "method": "the ωB97M-V functional and the def2-TZVPD basis", "elements": ["C", "C", "C", "O", "C", "C", "C", "H", "H", "H", "H", "H", "H", "H", "H", "H", "H"], "coordinates": [[-0.58358, -0.29506, -2.21658], [-1.15277, -0.28369, -0.80110], [-0.44390, 0.74486, 0.03260], [-0.97571, 0.92576, 1.36524], [0.35286, 0.92287, 1.85683], [0.93718, -0.43224, 1.77449], [0.95911, 0.45700, 0.55768], [0.47454, -0.58526, -2.21969], [-0.65175, 0.69780, -2.67918], [-1.13116, -1.00229, -2.84397], [-1.01144, -1.25867, -0.32038], [-2.22777, -0.06633, -0.80629], [-0.45679, 1.73604, -0.44387], [0.79938, 1.84289, 2.19189], [1.88583, -0.59865, 2.27377], [0.25366, -1.27650, 1.79878], [1.88202, 0.85226, 0.14294]], "charge": 0, "multiplicity": 1, "energy_ha": -309.768301, "homo_lumo_gap_ev": 10.57, "lumo_ev": 1.2}

{"formula": "C6H10O", "method": "the ωB97M-V functional and the def2-TZVPD basis", "elements": ["C", "C", "C", "C", "C", "C", "O", "H", "H", "H", "H", "H", "H", "H", "H", "H", "H"], "coordinates": [[2.84934, 0.12699, 0.09798], [3.55057, 0.29019, -1.01143], [-0.43228, -1.18585, 0.86687], [-1.21862, -0.22380, 0.35733], [-2.41017, -0.68645, -0.45541], [-0.70899, 1.11307, 0.29008], [0.11720, 1.36315, 1.36465], [4.35256, 0.91091, -0.73066], [3.36909, 0.33548, -2.08725], [0.42524, -1.03561, 1.52685], [-0.87025, -2.15169, 0.84260], [-2.19648, -1.17094, -1.40126], [-3.13530, 0.09838, -0.82178], [-2.84259, -1.41745, 0.09432], [-1.61779, 1.77293, 0.27852], [0.01583, 1.26203, -0.57978], [0.75262, 0.59866, 1.36835]], "charge": 0, "multiplicity": 1, "energy_ha": -309.630213, "homo_lumo_gap_ev": 8.61, "lumo_ev": -0.6}

{"formula": "C6H10O", "method": "the ωB97M-V functional and the def2-TZVPD basis", "elements": ["C", "C", "C", "C", "C", "C", "O", "H", "H", "H", "H", "H", "H", "H", "H", "H", "H"], "coordinates": [[-1.49775, 0.38107, 0.91535], [-2.02902, 0.19521, -0.43674], [-1.04828, -0.85803, 0.09810], [0.32166, -0.87550, -0.32307], [1.08654, 0.20676, -0.88433], [2.15694, 0.41094, 0.37652], [1.43161, 0.38680, 1.46593], [-0.69317, 1.08150, 1.11747], [-2.11586, 0.12837, 1.77167], [-3.04734, -0.16467, -0.56162], [-1.67154, 0.83016, -1.24242], [-1.47933, -1.80440, 0.41072], [0.82403, -1.84479, -0.26422], [1.62407, -0.07112, -1.79639], [0.51851, 1.12623, -1.02769], [2.83913, -0.45280, 0.18877], [2.77981, 1.32425, 0.19194]], "charge": 0, "multiplicity": 1, "energy_ha": -309.688687, "homo_lumo_gap_ev": [6.81, 6.81], "lumo_ev": [-0.8, -0.8]}